Record 1
A structure of composition C2H8N6 at a distorted geometry, computed with the ωB97M-V functional and the def2-TZVPD basis.

The geometry in XYZ format:
```
16
Properties=species:S:1:pos:R:3:forces:R:3:nbo_charge:R:1
C 0.335 -0.006 -0.927 2.0479 -1.5861 2.9592 0.5087
C -1.156 -0.076 1.074 0.6661 0.0065 0.2259 0.2638
H 2.355 -0.061 -1.840 -1.4397 -0.5197 -3.8545 0.4469
H 2.085 0.123 -4.086 -1.4157 -0.8504 5.3972 0.3667
H -0.762 -0.381 -2.840 5.5182 0.7433 1.6368 0.3671
H 0.658 0.139 0.988 3.9054 0.3234 -2.1886 0.3876
H -1.924 -0.496 -0.674 0.8830 0.1472 -0.7027 0.3965
H -2.166 -0.113 1.304 -2.1225 -0.1794 0.6782 0.1616
H -0.536 -0.535 3.531 -0.6581 3.5090 1.7627 0.3928
H -0.277 1.393 3.654 -1.0867 -3.2932 -0.3601 0.3837
N 1.766 -0.370 -2.850 1.0832 0.9205 -0.0608 -0.7007
N 0.440 -0.040 -2.325 -4.5560 -0.0901 -0.7651 -0.4833
N 1.340 0.133 -0.020 -5.2811 -0.0522 -1.9363 -0.7934
N -0.976 -0.507 -0.290 1.6339 2.2458 1.4122 -0.6407
N -0.344 0.286 2.029 0.3975 -0.3532 -6.5964 -0.3843
N -0.838 0.510 3.273 0.4248 -0.9713 2.3923 -0.6732
```
Positions in Å, forces in eV/Å.

Calculated values
E_tot	-409.20988	Eh
multiplicity	1

***

Record 2
A structure of composition C2H8N6 at a distorted geometry, computed with the ωB97M-V functional and the def2-TZVPD basis.

The geometry in XYZ format:
```
16
Properties=species:S:1:pos:R:3:forces:R:3:nbo_charge:R:1
C 0.216 -0.006 -0.360 0.1988 -1.4223 -1.4414 0.2113
C -0.734 -0.206 0.818 3.7944 1.4914 4.3623 0.3572
H 2.774 -0.526 1.137 -1.0102 3.2913 0.2922 0.3506
H 2.817 1.563 1.090 -1.5109 -5.1623 1.4406 0.3936
H 2.156 0.482 -0.583 -2.6647 1.3204 0.3549 0.3628
H -1.960 -0.689 -2.013 3.5145 0.1864 -2.3465 0.3981
H -0.629 -0.788 -3.382 0.1607 -1.4090 -2.2068 0.3822
H -1.906 0.678 -0.070 -1.7621 -3.0584 0.2482 0.3927
H -2.544 -0.351 1.156 -0.6976 -0.1645 -0.3138 0.3895
H 0.445 -0.011 2.447 2.0542 0.4002 -0.1295 0.3689
N 2.204 0.441 1.314 1.7024 1.8490 -0.9684 -0.6922
N 1.348 0.706 0.117 4.1237 -1.3415 -3.4619 -0.4794
N 0.165 -0.272 -1.712 -0.5808 1.2373 3.3884 -0.2738
N -0.977 -0.442 -2.560 -2.0463 1.1676 7.0225 -0.6567
N -1.977 -0.410 0.305 -1.2893 4.1000 -0.0745 -0.7999
N -0.484 0.107 2.174 -3.9868 -2.4857 -6.1662 -0.7050
```
Positions in Å, forces in eV/Å.

Calculated values
E_tot	-409.27602	Eh
multiplicity	1

***

Record 3
A cluster of 2 separate species, C2H8NO in total at a distorted geometry, computed with the ωB97M-V functional and the def2-TZVPD basis.

The geometry in XYZ format:
```
12
Properties=species:S:1:pos:R:3:forces:R:3:nbo_charge:R:1
O 2.152 -1.064 -0.396 2.6499 2.5680 -0.2582 -1.3439
H 2.959 -0.356 -0.483 -2.8966 -2.5723 0.3582 0.3776
C -0.145 1.212 -0.445 2.3580 -0.0463 -0.2131 -0.4590
N -0.426 0.272 0.637 -0.7245 -1.7854 -0.5185 -0.6724
C -1.717 -0.390 0.396 -1.4680 0.9743 0.1516 -0.4121
H -0.360 2.294 -0.110 0.2619 -1.5181 -0.6861 0.1563
H -0.641 0.958 -1.425 0.1261 0.3486 0.8523 0.1547
H 0.985 1.000 -0.642 -1.6942 0.8616 0.1668 0.2709
H 0.255 -0.549 0.607 -0.0320 1.8593 -0.3085 0.4282
H -2.512 0.406 0.000 1.5305 -1.7934 0.7838 0.1597
H -1.667 -1.276 -0.289 -0.0203 0.8432 0.0025 0.1677
H -2.089 -0.805 1.353 -0.0908 0.2605 -0.3309 0.1722
```
Positions in Å, forces in eV/Å.

Calculated values
charge	-1
E_tot	-210.93189	Eh
multiplicity	1

***

Record 4
A cluster of 2 separate species, C2H8NO in total at a distorted geometry, computed with the ωB97M-V functional and the def2-TZVPD basis.

The geometry in XYZ format:
```
12
Properties=species:S:1:pos:R:3:forces:R:3:nbo_charge:R:1
C -1.202 0.654 -0.402 0.2502 -2.0135 0.5264 -0.0556
C -0.915 0.637 -1.682 1.7839 -2.0235 1.8897 -0.3130
N -0.435 -0.437 0.370 -4.8262 0.6107 1.2498 -0.6790
H -1.952 1.229 0.145 0.5382 -0.1721 -0.0665 0.2540
H -1.262 1.371 -2.267 -1.3946 2.3421 -2.4123 0.2335
H -0.175 -0.084 -2.069 -0.5795 0.5453 -0.0291 0.2098
H 0.232 -0.810 -0.224 1.4265 -1.3762 -1.4149 0.4359
H 0.104 -0.016 1.069 1.1704 1.0614 1.2337 0.4525
H -0.975 -1.186 0.912 0.4614 1.0784 -1.4766 0.4470
H 2.712 -0.580 0.782 1.1018 -0.0867 -0.1730 0.5099
H 2.008 -0.348 2.200 -0.0273 -0.3317 -3.2475 0.5137
O 1.861 -0.432 1.166 0.0952 0.3659 3.9202 -1.0088
```
Positions in Å, forces in eV/Å.

Calculated values
charge	+1
E_tot	-210.69138	Eh
multiplicity	1

***

Record 5
A cluster of 2 separate species, C2H8NO in total at a distorted geometry, computed with the ωB97M-V functional and the def2-TZVPD basis.

The geometry in XYZ format:
```
12
Properties=species:S:1:pos:R:3:forces:R:3:nbo_charge:R:1
O -2.220 -0.345 0.031 0.1374 -0.2393 0.0660 -0.9768
H -0.490 0.851 -0.328 0.1284 -0.1669 -0.1136 0.4646
H -2.980 0.209 -0.110 -0.4944 0.6891 -0.2147 0.4882
H -2.652 -1.167 0.282 0.2967 -0.3486 0.0839 0.4979
C 1.032 -0.673 -0.788 -1.2309 0.4340 1.2443 -0.4252
C 1.019 1.013 0.952 -0.9725 -0.0896 -0.4810 0.1205
N 0.421 0.494 -0.042 0.9132 -0.4419 -0.1205 -0.3654
H 0.430 -0.853 -1.670 0.3931 0.2044 -0.3188 0.2554
H 2.072 -0.404 -0.903 0.0918 -0.2926 -0.5602 0.2390
H 0.903 -1.537 -0.137 0.2155 -0.0521 -0.0618 0.2421
H 0.581 1.909 1.365 0.1421 -0.0030 0.4386 0.2341
H 1.883 0.504 1.347 0.3796 0.3066 0.0379 0.2257
```
Positions in Å, forces in eV/Å.

Calculated values
charge	+1
E_tot	-210.71872	Eh
multiplicity	1

***

Record 6
A cluster of 2 separate species, C2H8NO in total, computed with the ωB97M-V functional and the def2-TZVPD basis.

The geometry in XYZ format:
```
12
Properties=species:S:1:pos:R:3:forces:R:3:nbo_charge:R:1
O -0.086 -1.780 2.201 0.1516 -0.0038 0.3315 -0.9698
H -0.219 -2.733 2.220 -0.0641 -0.1015 -0.1554 0.5075
H 0.242 -1.570 3.086 -0.0642 0.1155 -0.1541 0.5072
H 0.581 2.357 -1.538 0.2094 -0.0895 0.1584 0.2861
C 0.216 1.341 -1.697 -0.2765 0.0823 -0.1787 -0.7116
C 0.388 0.502 -0.503 -0.0638 0.3406 -0.2349 0.3292
N -0.569 -0.082 0.100 0.4703 -0.4586 0.6437 -0.5995
H -0.822 1.413 -2.013 -0.0400 -0.1158 0.0108 0.2460
H 0.810 0.910 -2.506 0.0731 0.0313 -0.0216 0.2837
H 1.380 0.348 -0.093 0.0353 -0.0649 0.0240 0.2293
H -1.529 -0.008 -0.174 -0.4997 0.2630 -0.4627 0.4247
H -0.392 -0.698 0.917 0.0685 0.0016 0.0390 0.4673
```
Positions in Å, forces in eV/Å.

Calculated values
charge	+1
E_tot	-210.75311	Eh
multiplicity	1

***

Record 7
A cluster of 2 separate species, C2H8NO in total at a distorted geometry, computed with the ωB97M-V functional and the def2-TZVPD basis.

The geometry in XYZ format:
```
12
Properties=species:S:1:pos:R:3:forces:R:3:nbo_charge:R:1
O -2.224 -0.403 0.295 0.0167 -0.0318 0.0332 -0.9681
H -0.597 -0.073 0.382 0.2783 -0.3008 0.4811 0.4731
H -2.804 -0.520 -0.468 0.0045 0.0115 0.1495 0.5138
H -2.680 -0.765 1.064 -0.1153 -0.0146 -0.1140 0.5103
C 0.989 -0.436 -0.998 -0.2170 0.8170 0.1977 -0.4407
C 1.045 0.991 0.955 -0.8595 -0.2519 -0.6214 0.1194
N 0.417 0.151 0.240 0.0530 -0.0094 -0.7221 -0.3907
H 0.918 0.291 -1.803 -0.0321 0.0857 -0.0686 0.2421
H 2.035 -0.646 -0.802 -0.0486 -0.3639 -0.1518 0.2396
H 0.386 -1.293 -1.265 0.2187 -0.2957 0.0748 0.2464
H 0.595 1.266 1.894 0.0895 0.4975 0.1176 0.2319
H 1.919 1.438 0.507 0.6118 -0.1435 0.6241 0.2229
```
Positions in Å, forces in eV/Å.

Calculated values
charge	+1
E_tot	-210.72481	Eh
multiplicity	1

***

Record 8
A cluster of 2 separate species, C2H8NO2 in total, computed with the ωB97M-V functional and the def2-TZVPD basis.

The geometry in XYZ format:
```
13
Properties=species:S:1:pos:R:3:forces:R:3:nbo_charge:R:1
C 0.195 1.105 -0.476 -0.7965 -0.4494 -0.2328 -0.0506
O -0.682 1.281 0.589 0.2326 -0.0030 0.0586 -0.8275
C 1.160 -0.078 -0.379 0.4841 0.3396 0.4915 -0.2366
N 0.571 -1.397 -0.494 0.0778 -0.2469 -0.1602 -0.8632
H 0.777 2.016 -0.615 0.2123 0.3077 -0.0122 0.1307
H -0.375 0.948 -1.426 0.1502 0.0998 0.0493 0.1012
H 1.681 -0.010 0.589 -0.1313 -0.0645 -0.1177 0.1764
H 1.945 0.029 -1.146 -0.1827 0.0566 -0.0077 0.1497
H 0.019 -1.410 -1.345 -0.1084 -0.0909 -0.0007 0.3288
H -0.092 -1.536 0.263 -0.2432 0.0929 0.1706 0.4095
H -2.369 -0.463 2.028 0.1698 -0.2827 -0.1018 0.4207
H -1.156 0.352 0.946 0.2949 -0.1978 -0.1066 0.5014
O -1.675 -0.837 1.467 -0.1597 0.4385 -0.0304 -1.2407
```
Positions in Å, forces in eV/Å.

Calculated values
charge	-1
E_tot	-286.24479	Eh
multiplicity	1

***

Calculated HOMO, -0.2849 -0.2965 -0.0945 -0.5751 -0.5923 -0.6086 -0.6171 -0.1392 hartree (same order as the records).